The following is a DFT calculation (ωB97M-V/def2-TZVPD) of a cluster of 9 separate species, C40H54FN3O21P2S in total.

For the gap between HOMO and LUMO, the calculation gives 7.0507 eV. The value obtained for the total energy is -121951.651 eV. For the molecular weight, the calculation gives 1025.885 g mol⁻¹. The HOMO energy is -0.3146 Eh.

Structure (ORCA input):
```
! RIJCOSX wB97M-V def2-TZVPD def2/J DEFGRID3
* xyz 0 1
O 2.94170 -6.83875 2.80694
C 2.28979 -6.53574 1.79496
F 0.91909 -6.99649 1.73405
N 2.74693 -5.72949 0.66354
C 3.18721 -4.36239 1.09998
O 4.41017 -4.12835 1.27791
C 2.07117 -3.24586 1.28959
C 0.82245 -3.58566 2.20491
C -0.29103 -2.52895 2.37943
P -1.77151 -3.00232 3.47678
P -3.12892 -4.03235 2.06611
O -3.92785 -5.10922 2.80992
O -4.12111 -2.80530 1.36696
O -2.30608 -4.75597 0.75722
C -0.33112 -1.11063 1.71444
N -1.38495 -0.10221 1.82445
S -0.70533 1.17626 0.88287
N 0.78632 0.55142 0.31852
C 0.93847 -0.78924 0.83570
C 2.09992 -1.83734 0.64156
H 1.93107 -5.65789 0.01864
H 0.70896 -4.57978 2.75252
H -1.30306 -3.91145 4.48088
H -3.66637 -2.57885 0.51368
H -1.32998 -4.74639 0.88094
H 2.97345 -1.50841 -0.00956
O 4.34974 -1.50696 2.86716
C 5.25562 -1.64745 3.64826
C 6.02337 -2.91962 3.88179
C 6.72590 -2.63062 5.19097
C 6.89201 -1.12978 5.14790
O 5.75746 -0.64550 4.42165
H 6.73142 -3.06403 3.06242
H 5.35186 -3.77386 3.96560
H 7.67019 -3.16507 5.30960
H 6.07436 -2.90780 6.02600
H 7.80042 -0.82690 4.61822
H 6.90290 -0.69086 6.14731
O -3.05551 3.13067 0.56755
C -2.87260 4.06572 1.30918
C -2.44426 5.44608 0.89290
C -2.00255 6.04988 2.20785
C -2.86787 5.32259 3.20904
O -3.07134 4.01852 2.65374
H -3.30232 5.97365 0.46990
H -1.62610 5.40383 0.17439
H -2.11287 7.13440 2.25117
H -0.94874 5.81043 2.38587
H -3.84289 5.80137 3.34144
H -2.38210 5.23560 4.18275
O 2.83887 -2.23733 -2.23700
C 3.99711 -2.23372 -2.57364
C 5.17271 -2.52114 -1.67939
C 6.33133 -1.99781 -2.50014
C 5.83850 -2.18286 -3.91578
O 4.41853 -2.00573 -3.84765
H 5.24213 -3.59956 -1.51740
H 5.08238 -1.99380 -0.72928
H 7.27513 -2.50898 -2.30271
H 6.47529 -0.93239 -2.29392
H 6.04661 -3.18576 -4.30099
H 6.26839 -1.44595 -4.59728
O -7.80446 1.03666 -2.92248
C -6.89245 0.89252 -2.14596
C -6.12028 -0.37961 -1.92541
C -5.41104 -0.09913 -0.61945
C -5.24751 1.40153 -0.65223
O -6.38901 1.88938 -1.36916
H -5.41570 -0.51675 -2.74908
H -6.78966 -1.23617 -1.84334
H -4.46512 -0.63273 -0.51062
H -6.05707 -0.38382 0.21748
H -4.34342 1.70963 -1.18443
H -5.23089 1.83173 0.34982
O -1.79515 0.34185 7.08855
C -2.51223 -0.62233 7.17384
C -2.66192 -1.49954 8.38693
C -3.34316 -2.72238 7.81252
C -4.12437 -2.14689 6.65506
O -3.34123 -1.04583 6.18092
H -3.29101 -0.98928 9.12021
H -1.69061 -1.74487 8.81651
H -3.96826 -3.25500 8.53148
H -2.58796 -3.42183 7.43909
H -5.10515 -1.77080 6.96144
H -4.25973 -2.87407 5.85186
O -3.43041 -1.92109 -3.34122
C -3.38632 -2.09959 -4.53200
C -3.99282 -1.20310 -5.57661
C -3.97961 -2.09009 -6.80264
C -2.78964 -2.98424 -6.54527
O -2.73295 -3.13659 -5.12298
H -3.35764 -0.32310 -5.70329
H -5.00678 -0.91054 -5.30279
H -3.90909 -1.53914 -7.74219
H -4.89493 -2.68992 -6.83144
H -1.85120 -2.53598 -6.88563
H -2.90453 -3.96281 -7.01509
O 5.42321 1.74076 -6.18413
C 5.04690 0.88947 -6.94863
C 3.86296 -0.01483 -6.74201
C 4.10380 -1.09447 -7.77494
C 4.86358 -0.35391 -8.85029
O 5.62372 0.64158 -8.15722
H 2.94674 0.54502 -6.94434
H 3.85085 -0.42201 -5.73080
H 3.18878 -1.56427 -8.14005
H 4.73710 -1.87804 -7.34595
H 4.19803 0.14676 -9.56001
H 5.53730 -1.01228 -9.40194
O -1.91619 7.94516 -1.19642
C -1.73356 8.87618 -0.45542
C -1.30433 10.25671 -0.86950
C -0.86209 10.86033 0.44600
C -1.72850 10.13283 1.44707
O -1.93315 8.82819 0.89185
H -2.16240 10.78483 -1.29206
H -0.48577 10.21434 -1.58787
H -0.97205 11.94527 0.48994
H 0.19121 10.62064 0.62386
H -2.70309 10.61217 1.57952
H -1.24211 10.04559 2.42054
*
```